Run a
Computed, not measured: a 2-piece molecular cluster, C6H13NO overall, with ωB97M-V/def2-TZVPD.

Each line ends with the Mulliken charge.
Geometry (Å):
C -0.197 0.055 1.796  -0.9051
C 0.260 -1.458 1.941  -0.9956
C 0.365 1.052 0.721  -0.2725
N 1.137 0.550 -0.343  -0.1738
C -0.381 1.284 -2.304  -0.8545
C 0.364 0.241 -1.508  0.3937
C -0.198 -1.117 -1.424  -0.4232
O 0.497 -2.153 -1.286  -0.6204
H 0.115 0.401 2.823  0.3873
H -1.254 -0.133 1.751  0.4324
H 1.259 -1.584 1.873  0.3641
H -0.067 -1.900 2.918  0.3456
H -0.279 -2.102 1.144  0.2009
H 1.015 1.745 1.287  0.4738
H -0.564 1.578 0.360  -0.0184
H 2.006 1.186 -0.511  0.3207
H 0.434 1.887 -2.863  0.3089
H -1.151 0.664 -2.802  0.3658
H -0.981 1.975 -1.586  0.2226
H -1.225 -0.890 -0.061  0.1086
H -1.155 -1.282 -1.927  0.3393

Properties
- HOMO-LUMO gap (hartree) = 0.215
- charge = 0



Run b
Computed, not measured: a 2-piece molecular cluster, C6H13NO overall, with ωB97M-V/def2-TZVPD.

Each line ends with the Mulliken charge.
Geometry (Å):
C 1.615 0.881 2.993  -0.8666
N 0.519 1.436 2.177  -0.3563
C 0.514 1.025 0.848  0.0044
C -0.609 0.687 0.206  -0.3632
C -0.849 0.308 -1.186  -0.8713
C 0.034 -0.216 -2.078  0.3491
C -0.339 -0.824 -3.371  -1.2915
H 1.430 1.170 4.059  0.3223
H 2.556 1.295 2.647  0.2812
H 1.677 -0.200 2.862  0.3014
H -0.420 1.315 2.533  0.2903
H 1.468 1.157 0.333  0.3257
H -1.586 0.708 0.707  0.2705
H -1.900 0.075 -1.377  0.3176
H 1.100 -0.015 -2.034  0.3075
H 0.191 -0.411 -4.243  0.3444
H -0.211 -1.909 -3.573  0.3026
H -1.390 -0.740 -3.707  0.3350
H -1.224 -1.820 -0.044  0.3493
H -1.087 -1.682 1.462  0.3258
O -1.487 -2.240 0.785  -0.6783

Properties
- structure (SMILES) = C/C=C/C=C/NC.O
- HOMO-LUMO gap (hartree) = 0.312
- charge = 0



Run c
Computed, not measured: a 3-piece molecular cluster, C6H13NO overall, with ωB97M-V/def2-TZVPD.

Each line ends with the Mulliken charge.
Geometry (Å):
C -1.251 0.661 1.554  -0.5440
O 0.655 2.707 0.860  -0.7566
C -1.667 -0.153 0.546  -0.2382
C -0.882 -0.086 -0.788  0.2810
C 0.646 0.310 -0.798  -0.8364
C 1.768 -1.232 0.812  -0.5765
C 1.601 0.001 0.312  -0.0841
N -0.763 -2.222 -2.099  -0.5555
H -1.647 0.566 2.493  0.3704
H -0.341 1.222 1.310  0.0159
H 0.497 3.634 0.764  0.1489
H -2.504 -0.839 0.623  0.3735
H -1.590 0.342 -1.481  0.5258
H -0.814 -1.238 -1.102  -0.0780
H 0.654 1.430 -1.018  0.2976
H 0.975 -0.358 -1.667  0.5530
H 2.455 -1.462 1.686  0.2568
H 1.195 -2.064 0.350  0.1962
H 1.940 0.896 0.898  0.3232
H -0.482 -3.142 -2.127  0.1371
H -1.516 -2.087 -2.749  0.1897

Properties
- HOMO-LUMO gap (hartree) = 0.147
- charge = 0



Most stable pick: run b. Distance to second place: 125.9 kcal/mol.



Run a
Computed, not measured: one molecule with the formula C6H13NO, with ωB97M-V/def2-TZVPD.

Each line ends with the Mulliken charge.
Geometry (Å):
O 2.876 0.056 -0.013  -0.4551
C 2.087 -0.180 0.860  -0.2098
C 0.675 0.406 0.713  0.2648
C -0.154 -0.693 0.044  -1.4017
C -1.013 0.007 -1.135  0.8557
C -2.009 0.958 -0.531  -1.3593
C -1.690 -1.168 -1.850  -1.6538
N 0.133 0.736 2.065  -0.6208
H 2.200 -0.842 1.736  0.2972
H 0.775 1.315 0.139  0.3439
H 0.375 -1.438 -0.570  0.4516
H -0.848 -1.328 0.593  0.4538
H -0.315 0.458 -1.841  0.3434
H -3.054 0.629 -0.581  0.3651
H -1.827 1.332 0.478  0.3141
H -2.131 1.931 -1.048  0.2982
H -0.936 -1.879 -2.210  0.4163
H -2.434 -0.921 -2.602  0.3871
H -2.184 -1.815 -1.104  0.3715
H 0.671 0.240 2.768  0.2629
H -0.816 0.392 2.141  0.2750

Properties
- structure (SMILES) = CC(C)C[C@@H](N)C=O
- HOMO-LUMO gap (hartree) = 0.392
- charge = 0



Run b
Computed, not measured: C6H13NO as an isolated structure, with ωB97M-V/def2-TZVPD.

Each line ends with the Mulliken charge.
Geometry (Å):
C -0.146 0.912 1.863  0.6230
C 0.937 -0.072 1.828  -0.4721
C -0.866 1.251 3.138  -1.3200
O 1.217 1.327 1.726  -0.4991
H -0.711 1.081 0.948  0.3422
H 1.179 -0.625 0.927  0.0777
H 1.248 -0.558 2.747  0.2714
H -0.231 1.056 4.002  0.3266
H -1.776 0.652 3.209  0.3227
H -1.163 2.301 3.146  0.3024
C -0.522 -1.064 -1.610  -0.4422
C -0.723 -1.630 -2.912  -0.8163
C 0.846 0.201 -1.864  0.1327
N 1.060 1.256 -1.322  -0.4191
H 1.586 1.527 -0.489  0.3651
H 1.104 -0.420 -3.092  0.0179
H -0.026 -1.704 -0.885  0.2476
H -1.305 -0.428 -1.209  0.2664
H -0.658 -2.704 -3.054  0.3026
H 0.441 -1.176 -3.565  0.0715
H -1.491 -1.183 -3.533  0.2989

Properties
- HOMO-LUMO gap (hartree) = 0.333
- charge = 0



Most stable pick: run a. Distance to second place: 105.8 kcal/mol.



Run a
Computed, not measured: a 3-piece molecular cluster, C6H16N overall, with ωB97M-V/def2-TZVPD.

Each line ends with the Mulliken charge.
Geometry (Å):
C 0.970 0.762 -1.843  -1.0736
C -0.274 0.036 -1.356  -0.5888
C -1.221 0.590 -0.494  -0.0650
C -0.074 -1.003 0.639  -0.9551
C -0.961 1.793 0.382  -0.3153
C -2.237 2.209 1.172  -1.3680
N 2.733 -3.267 0.522  -0.6836
H 1.847 -0.023 -1.934  0.3191
H 1.091 1.625 -1.062  0.2681
H 0.940 1.319 -2.824  0.3541
H -0.420 -0.864 -1.810  0.7027
H -2.231 0.304 -0.684  0.5552
H -0.892 -1.006 1.318  0.4266
H 0.901 -0.663 1.001  0.4563
H -0.082 -1.951 0.018  0.3591
H -0.486 2.604 -0.222  0.4194
H -0.122 1.405 1.039  0.3773
H -2.916 2.684 0.494  0.3752
H -1.976 2.950 1.918  0.3747
H -2.729 1.317 1.583  0.3486
H 3.338 -4.011 0.081  0.2532
H 3.057 -3.252 1.496  0.2378
H 1.742 -3.557 0.566  0.2220

Properties
- HOMO-LUMO gap (hartree) = 0.305
- charge = +1



Run b
Computed, not measured: an isolated ion of composition C6H16N and charge +1, with ωB97M-V/def2-TZVPD.

Each line ends with the Mulliken charge.
Geometry (Å):
C -2.970 -1.451 -0.283  -1.2543
C -1.794 -0.925 0.524  -0.6540
C -1.113 0.336 0.010  -0.3901
C 0.129 0.043 -0.842  -0.6354
C 1.210 1.116 -0.880  -0.7425
C 1.893 1.301 0.467  -0.6505
N 2.774 0.110 0.822  -0.2793
H -3.370 -2.366 0.146  0.3697
H -3.740 -0.694 -0.434  0.3415
H -2.641 -1.768 -1.284  0.2986
H -1.100 -1.737 0.736  0.3844
H -2.156 -0.757 1.553  0.3173
H -1.820 0.843 -0.639  0.3416
H -0.900 1.058 0.797  0.3760
H 0.560 -0.930 -0.547  0.3284
H -0.139 -0.235 -1.868  0.3957
H 1.908 0.976 -1.707  0.3479
H 0.726 2.078 -1.013  0.3154
H 1.161 1.393 1.259  0.3261
H 2.490 2.207 0.500  0.3861
H 2.982 -0.462 0.001  0.3490
H 3.671 0.365 1.238  0.3570
H 2.239 -0.502 1.443  0.3714

Properties
- structure (SMILES) = CCCCCC[NH3+]
- HOMO-LUMO gap (hartree) = 0.380
- charge = +1



Most stable pick: run b. Distance to second place: 80.3 kcal/mol.



Run a
Computed, not measured: an isolated ion of composition C6H16N and charge +1, with ωB97M-V/def2-TZVPD.

Each line ends with the Mulliken charge.
Geometry (Å):
C 2.318 0.934 -0.858  -1.4274
C 1.167 0.003 -0.375  0.0988
C 0.309 0.634 0.728  -0.9725
C -1.088 0.095 1.082  0.5440
C -1.126 -1.398 1.369  -1.4793
C -2.062 0.545 0.032  -1.3249
N 0.451 -0.623 -1.584  -0.1334
H 2.731 1.315 0.089  0.3475
H 3.070 0.360 -1.409  0.4650
H 1.962 1.736 -1.516  0.4044
H 1.675 -0.848 0.041  0.2800
H 0.180 1.688 0.366  0.3739
H 1.050 0.645 1.529  0.4004
H -1.290 0.565 2.103  0.2983
H -1.106 -1.994 0.444  0.3016
H -2.031 -1.631 1.979  0.3956
H -0.327 -1.754 2.010  0.3904
H -1.869 0.176 -0.983  0.2262
H -3.032 0.164 0.335  0.4105
H -2.189 1.636 -0.043  0.3838
H 1.168 -1.072 -2.152  0.4147
H -0.291 -1.236 -1.238  0.2052
H 0.012 0.089 -2.170  0.3974

Properties
- structure (SMILES) = CC(C)C[C@H](C)[NH3+]
- HOMO-LUMO gap (hartree) = 0.431
- charge = +1



Run b
Computed, not measured: a 2-piece molecular cluster, C6H16N overall, with ωB97M-V/def2-TZVPD.

Each line ends with the Mulliken charge.
Geometry (Å):
C 1.391 -1.257 2.029  -1.2679
C 0.425 -0.175 1.499  0.5075
C 0.306 0.184 0.088  -0.8411
C -1.114 -0.488 0.684  -0.4238
C -2.129 0.879 0.486  -0.5846
C -2.940 1.241 -0.786  -1.0373
N 3.418 -0.374 -2.918  -0.7151
H 1.183 -1.428 3.103  0.3952
H 2.454 -1.038 1.756  0.3080
H 1.101 -2.245 1.713  0.3658
H 0.252 0.590 2.267  0.3959
H 0.782 -0.418 -0.647  0.3711
H 0.387 1.176 -0.269  0.2287
H -1.379 -1.249 -0.103  0.4251
H -1.645 -0.880 1.545  0.4810
H -1.317 1.696 0.696  0.2457
H -2.723 0.984 1.414  0.4430
H -2.429 1.666 -1.609  0.3408
H -3.609 0.424 -1.111  0.3217
H -3.466 2.160 -0.372  0.3081
H 3.053 -0.629 -3.881  0.2442
H 3.918 -1.238 -2.523  0.2424
H 4.081 0.417 -3.061  0.2454

Properties
- HOMO-LUMO gap (hartree) = 0.307
- charge = +1



Most stable pick: run a. Distance to second place: 91.4 kcal/mol.